One molecule with the formula C12H24N2O3S at a distorted geometry. Source: OMol25; level of theory: the ωB97M-V functional and the def2-TZVPD basis.

CARTESIAN COORDINATES (ANGSTROEM)
H -2.943 -1.562 -0.910
C 1.588 -0.261 3.841
C 0.411 -1.218 4.047
H 1.542 0.179 2.842
C 0.349 -2.363 3.031
C 1.901 3.693 -2.135
H 0.950 -1.338 1.291
O -1.973 -2.480 1.426
H -0.507 0.724 0.727
C -1.213 0.327 -0.004
H -1.719 1.299 -3.148
O 0.794 0.911 -2.969
H 1.488 0.556 4.559
C -0.926 -1.151 -0.301
O 1.388 1.001 -0.584
H 2.149 3.270 -3.105
C -0.980 -1.919 1.013
N 0.194 -1.883 1.677
H 1.950 4.778 -2.196
H 3.738 -0.186 3.983
H 0.246 3.565 -0.726
C -1.817 -0.790 -2.597
H -0.244 3.508 -2.439
C 2.945 -0.927 4.041
N -1.077 1.125 -1.202
H -0.835 -0.945 -3.048
C -1.940 -1.640 -1.333
H -2.580 -1.074 -3.323
H 0.082 -1.213 -0.723
C -1.961 0.697 -2.271
H 0.472 -1.653 5.046
S 0.520 1.415 -1.653
C 0.521 3.230 -1.721
H -2.231 0.444 0.378
H 1.250 -2.980 3.093
H -0.522 -2.988 3.238
H -2.984 0.923 -1.954
H -1.757 -2.690 -1.566
H 3.132 -1.679 3.279
H 2.633 3.343 -1.412
H 2.994 -1.406 5.017
H -0.522 -0.654 3.983

Results
energy above the lowest of the compared OMol25 structures with the same formula, charge and spin = 2.31 kJ/mol
DFT total energy = -1205.0887 Ha
SMILES = CCCCNC(=O)[C@H]1CCCN(S(=O)(=O)CC)C1
2S+1 = 1